{
  "formula": "BH3OS",
  "method": "ωB97M-V with the def2-TZVPD basis set",
  "orbital_gap_ev": 8.546,
  "e_above_lowest_kcal_mol": 99.53,
  "e_tot_ev": -13604.7972,
  "homo_energy_ev": -10.06,
  "smiles": "BSO",
  "symbols": ["S", "O", "B", "H", "H", "H"],
  "positions_angstrom": [[-0.456, 0.459, -0.302], [-2.289, -0.182, -0.071], [1.372, -0.077, -0.155], [-2.428, 0.053, 0.814], [1.768, -1.167, -0.370], [2.033, 0.914, 0.084]],
  "forces_ev_per_angstrom": [[-0.9, 1.3, 0.8], [3.6, -0.9, -3.0], [-2.0, -0.7, 0.0], [-0.1, 0.6, 2.4], [0.1, -0.1, 0.3], [-0.7, -0.3, -0.5]]
}